Formula: C46H120N6O17
Source: the Open Molecules 2025 dataset
Level of theory: ωB97M-V with the def2-TZVPD basis set

- gap between HOMO and LUMO (Eh) = 0.3336
- net charge = 0
- HOMO level (eV) = -8.60
- energy (eV) = -93382.22577
- LUMO energy (Ha) = 0.0177

Positions of all 189 atoms, in Å:
C (-9.151938, -11.383595, -8.682639)
O (-8.242946, -10.878267, -7.678894)
C (-8.445569, -11.511339, -6.477859)
C (-7.480219, -10.852720, -5.473920)
N (-8.159579, -9.763130, -4.703688)
C (-8.637045, -8.668026, -5.475233)
C (-9.094615, -7.622343, -4.419745)
O (-7.864016, -7.162738, -3.853776)
C (-7.929658, -5.977876, -3.157972)
H (-8.581418, -11.496877, -9.604481)
H (-9.962763, -10.742606, -9.028727)
H (-9.546733, -12.383994, -8.505339)
H (-8.211618, -12.572547, -6.562739)
H (-9.482195, -11.483861, -6.142064)
H (-6.603427, -10.521500, -6.030375)
H (-7.102015, -11.699112, -4.900625)
H (-7.473538, -9.294165, -4.129642)
H (-9.515869, -8.979800, -6.039640)
H (-7.858619, -8.265209, -6.123202)
H (-9.684795, -8.091391, -3.632486)
H (-9.529692, -6.775614, -4.950665)
H (-8.709570, -6.027806, -2.398145)
H (-8.233471, -5.212971, -3.872610)
H (-7.001664, -5.614363, -2.716604)
C (-2.354355, 7.279488, 1.515341)
O (-3.680860, 6.763439, 1.055508)
C (-4.762500, 7.589885, 1.525214)
C (-6.081108, 7.071362, 0.877709)
N (-6.587418, 5.883246, 1.559336)
C (-7.739177, 5.244466, 0.887862)
C (-8.243324, 4.042023, 1.793414)
O (-7.296912, 2.983280, 1.712358)
C (-7.359505, 2.079539, 2.777139)
H (-2.272523, 7.148347, 2.594325)
H (-2.177435, 8.327804, 1.274821)
H (-1.519951, 6.683794, 1.145190)
H (-4.686766, 8.580063, 1.075869)
H (-4.745284, 7.685521, 2.610876)
H (-5.838048, 6.789469, -0.146768)
H (-6.843626, 7.850135, 0.890666)
H (-5.844927, 5.199359, 1.592603)
H (-7.594898, 4.859813, -0.121752)
H (-8.580259, 5.937740, 0.880353)
H (-9.254110, 3.863500, 1.426619)
H (-8.306311, 4.385512, 2.825959)
H (-8.299811, 1.528302, 2.784560)
H (-7.218394, 2.582601, 3.733755)
H (-6.541179, 1.369881, 2.655304)
C (-0.579692, 2.903685, -0.902647)
O (-1.909615, 3.148983, -0.480170)
C (-2.623882, 1.951162, 0.033928)
C (-2.159690, 1.463521, 1.446517)
N (-2.185207, 2.591984, 2.352875)
C (-1.352309, 2.497884, 3.596824)
C (-2.015785, 1.587629, 4.645192)
O (-1.306164, 1.578592, 5.885402)
C (-2.019811, 0.836714, 6.882924)
H (0.047783, 2.934559, -0.011907)
H (-0.248646, 3.660174, -1.614143)
H (-0.474530, 1.928127, -1.377339)
H (-2.486071, 1.143481, -0.684934)
H (-3.697413, 2.133741, 0.081895)
H (-1.196449, 0.957003, 1.385618)
H (-2.804591, 0.696135, 1.874676)
H (-2.012624, 3.436328, 1.826189)
H (-1.349904, 3.526974, 3.956097)
H (-0.317547, 2.206783, 3.416244)
H (-2.166371, 0.542771, 4.373720)
H (-3.003674, 2.000709, 4.849015)
H (-3.050369, 1.150827, 7.048403)
H (-1.593676, 0.928984, 7.881921)
H (-2.000152, -0.220605, 6.618769)
C (10.716301, -1.612820, 9.246210)
O (9.667926, -0.605049, 9.419440)
C (8.472220, -1.234604, 9.962492)
C (7.297933, -0.314284, 9.918157)
N (7.347493, 0.705683, 10.920857)
C (6.160933, 1.587924, 10.878218)
C (6.225436, 2.686116, 11.931685)
O (7.189920, 3.654481, 11.618902)
C (7.156517, 4.685724, 12.564879)
H (10.450732, -2.458556, 8.611941)
H (11.155054, -1.886303, 10.205794)
H (11.590716, -1.141659, 8.797320)
H (8.647350, -1.583391, 10.980219)
H (8.182251, -2.119191, 9.395460)
H (6.357016, -0.837278, 10.089185)
H (7.350120, 0.141924, 8.929589)
H (8.169857, 1.237688, 10.674274)
H (5.255612, 0.991379, 10.990636)
H (6.089904, 2.064171, 9.900341)
H (6.547984, 2.247081, 12.875777)
H (5.237606, 3.133333, 12.042556)
H (7.890968, 5.467617, 12.371705)
H (7.371897, 4.244464, 13.538015)
H (6.145877, 5.078748, 12.675507)
C (7.159257, 4.193826, -8.005819)
O (7.378150, 5.614355, -8.019500)
C (7.120806, 6.176982, -9.306448)
C (7.644333, 7.668140, -9.279536)
N (9.037070, 7.842831, -8.933710)
C (9.998664, 7.144437, -9.771529)
C (11.462060, 7.404228, -9.263284)
O (11.762004, 6.709452, -8.044707)
C (13.111608, 6.935294, -7.612919)
H (7.393672, 3.623962, -7.106711)
H (7.718280, 3.672744, -8.783040)
H (6.102770, 4.009312, -8.200446)
H (6.060359, 6.363316, -9.476238)
H (7.558633, 5.618121, -10.133534)
H (7.111045, 8.222966, -8.507610)
H (7.420006, 8.136957, -10.237654)
H (9.217441, 7.412640, -8.037885)
H (9.860857, 7.539981, -10.777843)
H (9.849254, 6.072099, -9.897429)
H (11.762192, 8.451781, -9.237479)
H (12.023481, 6.990621, -10.101039)
H (13.825009, 6.529716, -8.330326)
H (13.347950, 6.377074, -6.707035)
H (13.287876, 8.001520, -7.470784)
C (2.919059, -7.818046, -11.737325)
O (2.343026, -7.739178, -10.450683)
C (1.116237, -8.449561, -10.412532)
C (0.794395, -8.569702, -8.942321)
N (0.278448, -7.252330, -8.529230)
C (0.033838, -7.113099, -7.119192)
C (-0.345282, -5.706426, -6.747492)
O (0.694474, -4.716213, -6.886943)
C (1.647859, -4.760065, -5.867366)
H (3.151424, -8.853832, -11.984778)
H (3.876118, -7.297057, -11.764085)
H (2.303266, -7.314167, -12.482306)
H (1.272320, -9.447205, -10.822956)
H (0.334936, -7.899557, -10.937103)
H (1.703305, -8.860899, -8.415825)
H (0.101754, -9.379379, -8.712539)
H (0.921831, -6.555705, -8.876919)
H (0.896320, -7.521260, -6.592285)
H (-0.797807, -7.731651, -6.781751)
H (-0.818184, -5.684562, -5.765665)
H (-1.138005, -5.316041, -7.385697)
H (2.300758, -5.632801, -5.880555)
H (1.290353, -4.630101, -4.845900)
H (2.307975, -3.896785, -5.951492)
C (-3.618823, 5.828570, 12.909073)
C (-2.276740, 6.242556, 12.307310)
O (-1.667600, 7.199393, 13.207937)
H (-4.162864, 5.139249, 12.263352)
H (-4.213830, 6.736346, 13.009096)
H (-3.585333, 5.363342, 13.894235)
H (-2.473267, 6.682736, 11.329700)
H (-1.683095, 5.334663, 12.200446)
H (-1.775859, 6.867059, 14.102044)
C (-2.302264, 1.758969, -10.455619)
C (-3.199769, 2.495840, -11.297083)
O (-2.600673, 2.881296, -12.466810)
H (-1.679640, 1.059260, -11.013149)
H (-2.734452, 1.151969, -9.660096)
H (-1.570257, 2.466177, -10.065583)
H (-3.635395, 3.369812, -10.812821)
H (-4.022338, 1.834497, -11.569311)
H (-3.241429, 3.156874, -13.126420)
C (5.566458, 3.575508, 2.620859)
C (5.223937, 2.275435, 1.912868)
O (5.458967, 1.140348, 2.749614)
H (5.512994, 4.506287, 2.056150)
H (6.504246, 3.594415, 3.176105)
H (4.897930, 3.735438, 3.466787)
H (5.826675, 2.140974, 1.014683)
H (4.182594, 2.235627, 1.593309)
H (6.416133, 1.077834, 2.710553)
C (1.895805, -4.844702, 5.730444)
C (3.070627, -5.209530, 4.892187)
O (2.951532, -4.652894, 3.619631)
H (2.005443, -5.182831, 6.760854)
H (0.988305, -5.326284, 5.366266)
H (1.773944, -3.761555, 5.738369)
H (3.053026, -6.294616, 4.790335)
H (4.009682, -4.835176, 5.299787)
H (3.308416, -3.762034, 3.644233)
C (-8.091597, -3.134029, 12.492443)
C (-8.308718, -2.414399, 11.130805)
O (-8.292788, -1.081368, 11.601350)
H (-7.961356, -4.208822, 12.366147)
H (-8.828399, -3.011684, 13.286327)
H (-7.160586, -2.814804, 12.960859)
H (-9.294456, -2.674987, 10.745403)
H (-7.553845, -2.589462, 10.364237)
H (-8.952117, -1.084090, 12.299124)

Cartesian forces, eV/Å:
1.105 -0.015 -1.156
-1.633 0.073 -2.327
0.791 -0.041 1.474
-1.113 -0.104 -0.154
1.457 -1.904 0.352
-1.457 0.492 0.565
1.811 0.132 -1.207
0.983 -1.290 -0.055
-1.158 1.169 -0.146
0.371 -0.031 -0.011
-0.189 0.477 0.934
0.009 0.036 0.626
0.203 -0.322 -0.084
-0.218 0.365 0.202
0.017 0.350 -0.296
-0.215 0.493 0.995
0.371 -0.529 0.567
0.043 0.115 -0.350
-0.156 0.404 -0.293
-0.432 0.158 -0.209
-0.631 0.053 0.245
-0.012 0.109 0.394
-0.161 0.546 0.016
0.215 -0.735 -0.080
-1.384 -0.871 0.232
1.658 1.019 0.739
-0.320 -0.217 -1.604
0.845 -0.893 0.983
-0.690 -0.231 -0.402
-0.181 -0.878 2.253
1.089 1.584 -0.979
-0.515 0.518 -0.565
0.176 -0.264 0.074
-0.313 0.228 0.253
-0.330 0.039 -0.220
-0.503 -0.186 -0.651
0.499 0.400 0.183
-0.314 -0.230 0.098
0.119 0.494 -0.417
0.034 0.059 0.015
0.200 -0.139 0.074
0.350 0.071 -0.241
0.060 0.255 -0.151
-0.106 -0.981 0.012
-0.028 0.143 0.111
-0.186 -0.070 0.078
-0.094 0.116 0.193
-0.031 0.007 -0.069
-0.195 -0.297 0.687
-1.399 -1.197 0.508
0.938 0.009 0.209
-0.023 0.604 -0.379
0.517 -0.321 0.962
-0.970 0.157 -0.802
-0.276 0.405 0.680
-0.182 0.182 0.587
0.316 -0.055 -0.231
0.476 -0.070 -0.092
-0.296 0.144 0.130
-0.034 -0.166 -0.068
0.125 -0.100 -0.093
0.185 0.698 -0.132
0.600 0.190 -0.131
-0.477 -0.153 -0.536
0.252 0.127 0.218
0.158 -0.132 0.433
0.170 -0.226 -0.139
0.148 -0.113 -0.675
-0.306 0.063 -0.192
-0.268 0.217 -0.591
0.689 0.256 -0.324
-0.180 -0.194 -0.025
0.256 1.606 0.357
-0.115 -1.848 -0.018
0.611 -0.405 0.025
-0.062 0.358 -0.164
-0.186 0.782 0.686
1.077 0.194 -0.146
0.206 -0.879 0.026
0.163 0.424 -1.074
-0.068 -0.404 0.807
-0.415 -0.034 0.259
-0.623 -0.588 0.313
-0.353 0.426 -0.482
0.216 0.119 0.237
0.345 -0.168 -0.416
0.070 -0.417 -0.443
-0.579 -0.083 -0.556
0.125 0.558 0.448
0.042 -0.093 0.283
-0.167 0.221 -0.309
-0.371 -0.291 0.352
-0.183 0.186 0.056
-0.151 -0.180 -0.355
0.282 0.085 0.400
-0.124 0.433 -0.290
-0.641 0.036 -0.759
0.313 -0.993 -0.228
0.230 2.109 0.762
0.212 -1.151 0.512
0.742 -0.678 0.103
0.664 1.186 0.363
-0.602 -1.076 -1.098
0.106 0.402 -0.194
-0.383 -0.290 -0.495
0.274 1.029 0.522
0.197 0.251 -0.350
-0.206 -0.096 -0.080
-0.407 -0.791 -0.060
0.057 -0.252 0.104
-0.390 -0.159 -0.085
0.076 -0.025 -0.148
-0.498 0.292 0.620
0.530 0.215 -0.228
-0.023 -0.376 0.436
-0.464 0.256 0.414
0.717 -0.317 0.060
0.038 0.202 -0.462
-0.652 0.163 0.203
0.109 0.061 0.087
0.529 0.427 0.155
0.253 0.156 -0.603
0.565 -0.488 0.813
-0.534 0.872 0.128
-0.439 -0.906 -0.538
0.248 -0.152 -0.075
0.017 1.057 -0.131
-0.556 -0.680 0.396
1.073 0.589 0.473
-0.324 -0.175 -0.297
-0.014 0.136 0.426
-0.282 -0.312 -0.216
-0.126 -0.121 -0.347
-0.119 -0.119 -0.165
0.420 0.109 0.125
-0.493 0.212 -0.219
0.106 0.218 0.234
0.291 0.340 0.716
-0.246 -0.236 -0.333
0.475 0.042 0.510
0.058 -0.364 -0.419
-0.131 -0.325 -0.164
-0.800 -0.349 0.088
0.027 0.071 -0.556
-0.481 0.369 -0.435
-0.762 -0.399 1.598
0.072 -0.247 -1.146
0.020 -0.020 -0.120
-0.197 -0.034 0.031
0.453 -0.031 0.046
0.431 0.290 0.186
0.479 0.175 -0.177
-0.015 -0.103 0.016
2.772 -0.849 1.352
-3.360 -0.043 -0.624
1.711 0.665 -1.772
-0.221 -0.093 -0.409
-0.311 0.481 0.078
0.100 -0.111 0.555
-0.072 0.057 0.443
-0.544 -0.104 0.172
-0.074 -0.003 0.205
-0.433 0.542 1.189
0.226 0.088 -0.193
0.090 0.384 -0.201
0.002 -0.291 -0.488
0.538 -0.441 -0.591
-0.548 -0.152 -0.092
0.028 0.212 -0.239
-0.028 0.124 0.181
0.119 -0.476 0.437
-0.564 0.243 0.864
0.144 -0.202 0.242
-0.118 0.188 -1.368
0.168 0.027 0.125
-0.023 0.206 -0.231
-0.208 0.027 0.061
0.563 -0.037 -0.135
0.112 -0.477 0.516
-0.075 0.037 -0.078
1.227 -1.827 -0.769
-0.577 -0.363 2.791
-0.132 1.380 -1.226
-0.176 -0.278 0.008
-0.591 0.338 -0.541
0.135 0.277 -0.309
-0.022 -0.062 -0.350
0.112 0.132 0.347
0.026 0.404 0.049